(1)
Below is a cluster of 2 separate species, C4H4ClNO2P2 in total, with properties calculated with ωB97M-V/def2-TZVPD.

```
! wB97M-V def2-TZVPD RIJCOSX def2/J DEFGRID3
* xyz 0 1
N -1.8163 -2.7125 -2.0481
C -1.7087 -2.8940 -0.9568
C -1.5230 -3.3274 0.4704
O -2.3085 -4.0277 1.0202
O -0.3928 -2.8007 1.0090
P -0.1237 -3.0202 2.6852
Cl -1.2024 -1.4199 3.4776
H 1.1007 -2.2137 2.6722
C 0.6470 -0.7374 -2.3666
C 0.5287 -0.4991 -1.1225
P 0.2749 0.1652 0.3533
H 1.3899 -1.5121 -2.7816
H 0.4387 0.0388 -3.0284
H -1.0454 -0.5299 0.5095
*
```

Its energy above the lowest of the compared OMol25 structures with the same formula, charge and spin is 0.0 kcal per mole. As for the structure (SMILES): N#CC(=O)OPCl.C=C=P. For the HOMO energy, the calculation gives -9.4433 eV. Its gap between HOMO and LUMO is 9.05 eV.

(2)
Below is a cluster of 2 separate species, C4H4ClNO2S in total, with properties calculated with ωB97M-V/def2-TZVPD.

```
! wB97M-V def2-TZVPD RIJCOSX def2/J DEFGRID3
* xyz 0 1
C 0.7753 4.6913 1.6039
C 0.9668 0.6705 1.5054
C 1.7546 3.7666 1.5000
C -0.2586 -0.3446 -0.7434
N 0.1245 5.6476 1.7255
O 2.0717 2.6211 1.4995
O 2.3545 0.1683 -0.6144
S 1.1006 0.8327 -0.2912
Cl -0.4667 1.0046 2.3218
H 1.7744 0.1900 2.0333
H -1.1856 0.0388 -0.3366
H -0.3065 -0.3595 -1.8279
H -0.0356 -1.3362 -0.3711
*
```

Its energy above the lowest of the compared OMol25 structures with the same formula, charge and spin is 112.3 kcal per mole. For the HOMO energy (alpha / beta), the calculation gives -7.5016 / -7.5005 eV. Its gap between HOMO and LUMO (alpha / beta) is 5.59 / 5.59 eV.

Asked for energy across the records above, the calculation gives -40894.9117 -33148.8697 eV in order.